Entry 1:
{"formula": "C4H23N2O6S", "method": "wB97M-V/def2-TZVPD", "species": ["C", "N", "C", "N", "C", "C", "S", "H", "H", "H", "H", "H", "H", "H", "H", "H", "H", "H", "H", "H", "O", "H", "H", "O", "H", "H", "O", "H", "H", "O", "H", "H", "O", "H", "H", "O"], "coordinates": [[0.879, 0.758, 0.768], [-0.493, 0.386, 1.398], [-1.120, -0.373, 0.340], [-1.557, -1.744, 0.702], [2.037, 0.699, 1.684], [3.404, 0.023, 1.377], [3.326, -1.126, 0.043], [1.129, 0.155, -0.345], [0.915, 1.668, 0.238], [-0.366, -0.180, 2.184], [-0.526, -0.393, -0.687], [-2.140, 0.069, 0.138], [-0.944, -2.381, 1.122], [-2.555, -1.900, 0.661], [1.722, 0.268, 2.721], [2.238, 1.729, 1.961], [4.159, 0.846, 1.192], [3.740, -0.620, 2.174], [-0.451, 0.060, -3.392], [-0.717, -0.434, -2.074], [-0.855, 0.307, -2.599], [2.238, -1.437, -3.658], [1.758, -1.817, -2.222], [1.496, -1.709, -3.192], [-0.398, 3.451, -1.821], [-0.479, 2.214, -0.842], [-0.512, 3.170, -0.937], [0.573, -4.064, 1.213], [-0.524, -3.737, -0.037], [-0.222, -4.406, 0.728], [-3.979, 0.707, -1.523], [-3.304, 1.195, -2.674], [-3.842, 0.503, -2.383], [-1.211, 2.003, 2.588], [-1.718, 3.318, 2.172], [-1.701, 2.791, 2.983]], "atomic_forces_ev_per_a": [[0.142, -2.536, -2.714], [2.463, 1.536, -3.688], [-3.019, -1.563, -1.466], [-0.428, 2.039, -1.076], [0.410, -0.224, 3.720], [-0.006, 1.057, -0.806], [0.068, -1.172, -1.640], [-0.438, 0.441, 3.610], [-0.789, 1.821, 0.411], [0.603, -1.170, 1.225], [-0.950, 0.213, 3.408], [1.063, 0.088, -0.378], [0.464, -0.765, 0.709], [0.603, -0.269, 0.387], [0.102, 0.411, -1.665], [0.297, 0.341, 0.171], [-0.610, -0.915, 0.216], [0.038, 0.516, 0.844], [1.186, -0.475, -2.124], [0.165, -2.066, 1.144], [-1.328, 2.773, -0.097], [2.296, 0.797, -0.907], [-0.006, 0.522, -1.672], [-2.243, -1.154, 2.799], [0.211, -0.246, -1.369], [0.041, 0.010, -0.716], [-0.455, 0.329, 1.926], [-0.986, -0.020, -1.249], [1.559, -1.992, 2.724], [-0.353, 1.840, -1.588], [-0.817, 0.732, 4.316], [1.628, 1.441, -0.987], [-0.903, -2.256, -3.270], [-0.745, 0.738, 0.740], [-0.191, 0.311, 0.259], [0.928, -1.134, -1.199]], "e_homo_ev": -3.202, "total_charge": -1, "spin_multiplicity": 1, "e_lumo_ev": 2.7, "gap_ev": 5.9, "largest_force_ev_per_a": 4.69}

=====

Entry 2:
{"formula": "C4H23N2O7S", "method": "wB97M-V/def2-TZVPD", "species": ["O", "C", "N", "C", "C", "S", "C", "N", "H", "H", "H", "H", "H", "H", "H", "H", "H", "H", "H", "H", "H", "O", "H", "H", "O", "H", "H", "O", "H", "H", "O", "H", "H", "O", "H", "H", "O"], "coordinates": [[-1.196, -0.317, 0.215], [-0.167, -0.340, -0.458], [-0.110, -1.064, -1.593], [0.803, -0.888, -2.724], [0.483, 0.350, -3.563], [-1.020, 0.027, -4.514], [1.085, 0.346, 0.036], [1.168, 0.305, 1.508], [-0.973, -1.470, -1.933], [1.800, -0.781, -2.281], [0.771, -1.751, -3.381], [0.430, 1.324, -3.073], [1.323, 0.554, -4.236], [-1.944, 0.518, -3.689], [1.128, 1.369, -0.333], [1.940, -0.067, -0.482], [0.777, 1.184, 1.881], [0.532, -0.456, 1.826], [2.128, 0.238, 1.833], [-1.523, 0.509, 2.701], [-1.846, 0.534, 4.299], [-1.382, 0.910, 3.553], [4.011, 1.903, 0.727], [4.294, 0.415, 0.425], [3.602, 1.077, 0.449], [-1.307, 1.574, 1.414], [-1.301, 2.950, 1.080], [-0.644, 2.243, 1.214], [0.316, -2.591, 3.283], [-0.455, -2.638, 1.973], [0.126, -2.044, 2.516], [-2.147, -3.976, 1.235], [-0.806, -3.831, 0.377], [-1.189, -3.940, 1.253], [-3.189, 1.958, -0.197], [-2.382, 2.957, -0.971], [-3.135, 2.907, -0.369]], "atomic_forces_ev_per_a": [[0.218, -0.056, 0.255], [-0.937, -0.319, 0.392], [-0.010, -0.340, -1.270], [0.925, 1.305, 1.140], [0.272, 0.150, -0.253], [-0.061, 0.074, -0.662], [0.316, 0.194, -1.563], [-0.880, 0.530, -0.365], [-0.347, 0.239, 0.622], [0.096, -0.217, -0.441], [0.011, -0.186, 0.241], [-0.311, -0.344, 0.646], [-0.281, -0.496, -0.393], [0.060, 0.141, 0.265], [-0.400, 0.118, 0.319], [0.220, -0.509, 0.682], [-0.050, -0.062, -0.102], [0.640, -0.311, 0.677], [0.081, -0.326, -0.084], [-0.757, -1.158, 0.451], [-0.394, -0.614, -0.426], [1.054, 1.257, 0.270], [0.208, -0.062, -0.041], [0.419, 0.026, -0.018], [0.005, 0.204, 0.248], [0.324, -0.437, -0.199], [0.643, 0.544, -0.031], [-1.010, 0.667, -0.166], [0.172, 0.170, 0.180], [0.196, 0.295, 0.387], [-0.283, -0.201, -0.385], [-0.101, 0.004, -0.487], [-0.561, -0.229, -0.221], [0.490, 0.008, 0.367], [-0.270, 0.046, 0.003], [-0.142, 0.216, -0.106], [0.445, -0.320, 0.069]], "e_homo_ev": -12.229, "total_charge": 1, "spin_multiplicity": 1, "e_lumo_ev": -2.7, "gap_ev": 9.5, "largest_force_ev_per_a": 1.96}

=====

Entry 3:
{"formula": "C4H23NO7", "method": "wB97M-V/def2-TZVPD", "species": ["C", "O", "C", "C", "C", "N", "H", "H", "H", "H", "H", "H", "H", "H", "H", "H", "H", "O", "H", "H", "O", "H", "H", "O", "H", "H", "O", "H", "H", "O", "H", "H", "O", "H", "H"], "coordinates": [[3.132, -2.244, 1.271], [2.181, -1.203, 1.311], [1.446, -1.018, 0.115], [2.219, -0.173, -0.922], [2.941, 0.977, -0.279], [1.424, 0.378, -2.025], [3.646, -2.241, 2.231], [3.872, -2.095, 0.480], [2.703, -3.245, 1.162], [1.081, -1.933, -0.360], [0.559, -0.455, 0.418], [2.930, -0.846, -1.412], [3.066, 1.807, -0.971], [3.911, 0.720, 0.160], [2.492, 1.361, 0.647], [0.783, -0.302, -2.434], [0.781, 1.065, -1.637], [-2.108, 0.101, -0.463], [-1.308, 0.646, -0.504], [-2.514, 0.344, 0.386], [-3.995, 1.593, 1.567], [-4.893, 1.441, 1.257], [-4.052, 1.508, 2.525], [-0.301, 2.258, -0.134], [0.081, 2.005, 0.716], [0.052, 3.139, -0.306], [-1.298, 0.096, 2.609], [-1.579, 1.004, 2.442], [-0.333, 0.136, 2.629], [-1.246, -0.288, -3.609], [-1.519, 0.435, -3.032], [-2.049, -0.803, -3.741], [-4.085, -1.586, 0.308], [-4.735, -1.463, -0.389], [-3.285, -1.118, -0.012]], "atomic_forces_ev_per_a": [[0.315, -0.026, 0.203], [-0.211, -0.525, -0.072], [-0.162, 1.016, -0.279], [-0.008, -0.558, -0.499], [0.874, 0.581, 1.295], [-0.945, -0.189, 0.262], [0.057, 0.123, -0.026], [0.022, 0.026, -0.049], [-0.331, 0.098, -0.186], [0.161, -0.288, 0.259], [-0.087, -0.022, -0.039], [0.216, 0.116, 0.137], [0.097, -0.086, -0.082], [0.165, -0.244, -0.574], [-0.701, -0.014, -0.322], [0.357, -0.222, -0.099], [0.225, 0.159, 0.015], [0.081, 0.239, 0.095], [-0.243, -0.106, -0.037], [0.124, 0.347, -0.136], [0.139, 0.140, 0.161], [0.083, -0.113, -0.057], [-0.062, -0.097, -0.065], [0.111, 0.192, 0.299], [0.081, 0.027, -0.108], [-0.066, -0.057, -0.082], [0.147, 0.311, -0.087], [-0.040, -0.080, 0.055], [-0.068, -0.175, 0.083], [-0.009, 0.100, -0.039], [-0.075, -0.112, 0.013], [0.049, -0.016, 0.070], [0.247, 0.237, -0.096], [0.047, -0.035, -0.014], [-0.590, -0.747, -0.002]], "e_homo_ev": -8.909, "smiles": "COC[C@H](C)N.O.O.O.O.O.O", "spin_multiplicity": 1, "e_lumo_ev": 0.1, "gap_ev": 9.0, "largest_force_ev_per_a": 1.67}

=====

One value per record, in order, for energy above the lowest of the compared OMol25 structures with the same formula, charge and spin: 359.0, 0.0, 161.9 kJ/mol.
One value per record, in order, for total energy: -30619.771, -32663.679, -20343.062 eV.